A molecular structure, C38H45N8O2S3Ti at a distorted geometry. Source: the OMol25 dataset; level of theory: wB97M-V/def2-TZVPD.

<S²>: 2.007
Strongest force on any atom (hartree/bohr): 0.0896
ΔE to the lowest compared entry with this formula, charge and spin (kcal/mol): 11.2
Total charge: +1
2S+1: 3
Frontier orbital gap (alpha / beta) (eV): 5.90 / 7.94

Cartesian coordinates (Å):
Ti (0.84, 0.30, 0.52)
C (-2.21, -1.99, 1.68)
C (-2.56, -2.49, 0.29)
S (-1.17, -2.34, -0.90)
C (-2.03, -1.81, -2.42)
C (-2.38, -0.32, -2.52)
S (-1.64, 0.78, -1.24)
C (-3.04, 0.87, -0.06)
C (-2.61, 0.83, 1.39)
S (-1.32, -0.39, 1.82)
H (-3.12, -1.90, 2.28)
H (-1.54, -2.70, 2.17)
H (-2.81, -3.55, 0.35)
H (-3.40, -1.96, -0.14)
H (-1.33, -2.09, -3.21)
H (-2.91, -2.43, -2.52)
H (-2.02, 0.08, -3.47)
H (-3.45, -0.16, -2.47)
H (-3.56, 1.81, -0.25)
H (-3.72, 0.05, -0.29)
H (-2.15, 1.78, 1.67)
H (-3.46, 0.64, 2.04)
C (1.87, -5.11, -0.43)
N (1.73, -3.77, 0.12)
C (1.86, -2.53, -0.39)
N (1.46, -1.64, 0.53)
C (1.11, -2.42, 1.59)
N (1.26, -3.69, 1.36)
C (2.50, -5.27, -1.78)
C (3.51, -6.22, -1.96)
C (3.98, -6.51, -3.23)
C (3.49, -5.84, -4.33)
C (2.52, -4.86, -4.15)
C (2.02, -4.59, -2.88)
C (2.02, -4.08, -5.26)
N (1.89, -4.38, -6.52)
N (1.38, -3.31, -7.14)
C (1.24, -2.37, -6.26)
O (1.63, -2.80, -5.02)
C (0.80, -1.01, -6.39)
C (-0.11, -0.60, -7.37)
C (-0.53, 0.71, -7.39)
C (-0.05, 1.62, -6.46)
C (0.89, 1.24, -5.51)
C (1.50, 2.26, -4.60)
N (1.59, 1.89, -3.20)
C (1.16, 0.81, -2.51)
N (1.52, 0.96, -1.22)
C (2.16, 2.16, -1.20)
N (2.22, 2.72, -2.37)
C (1.31, -0.08, -5.48)
H (0.85, -5.52, -0.47)
H (2.42, -5.69, 0.32)
H (2.26, -2.28, -1.35)
H (0.77, -2.04, 2.54)
H (3.90, -6.75, -1.11)
H (4.73, -7.27, -3.36)
H (3.84, -6.06, -5.33)
H (1.22, -3.87, -2.77)
H (-0.46, -1.33, -8.08)
H (-1.23, 1.03, -8.14)
H (-0.39, 2.65, -6.50)
H (0.94, 3.20, -4.65)
H (2.52, 2.47, -4.94)
H (0.65, -0.03, -2.92)
H (2.59, 2.61, -0.32)
H (2.07, -0.39, -4.78)
C (3.83, 0.38, 1.42)
C (3.41, 1.03, 2.74)
C (2.37, 0.18, 3.47)
C (2.91, 2.44, 2.49)
C (3.73, 3.50, 2.83)
C (3.32, 4.81, 2.69)
C (2.03, 5.06, 2.25)
C (1.17, 4.04, 1.90)
C (-0.27, 4.37, 1.59)
C (-0.74, 3.84, 0.24)
C (-1.12, 3.86, 2.76)
C (1.62, 2.70, 1.96)
O (0.85, 1.70, 1.52)
H (4.22, -0.62, 1.60)
H (4.62, 0.97, 0.95)
H (2.96, 0.33, 0.74)
H (4.29, 1.11, 3.38)
H (1.47, 0.07, 2.86)
H (2.09, 0.67, 4.41)
H (2.79, -0.80, 3.70)
H (4.71, 3.28, 3.23)
H (3.98, 5.62, 2.96)
H (1.68, 6.08, 2.19)
H (-0.36, 5.46, 1.57)
H (-0.62, 2.75, 0.19)
H (-0.17, 4.29, -0.56)
H (-1.80, 4.09, 0.10)
H (-0.92, 2.80, 2.94)
H (-2.18, 4.01, 2.56)
H (-0.86, 4.40, 3.67)

These are the Mulliken partial charges, in e, on atoms 1 to 6:
1 Ti -1.113
2 C -1.039
3 C -1.239
4 S 0.418
5 C -0.569
6 C -1.001



A molecular structure, C38H46BrO2PtSe. Source: the OMol25 dataset; level of theory: wB97M-V/def2-TZVPD.

<S²>: 2.016
Strongest force on any atom (hartree/bohr): 0.0038
ΔE to the lowest compared entry with this formula, charge and spin (kcal/mol): 7.2
Total charge: -1
2S+1: 3
Frontier orbital gap (alpha / beta) (eV): 6.63 / 6.49

Cartesian coordinates (Å):
Pt (0.12, 0.09, -0.09)
C (-7.67, -0.35, 1.26)
C (-7.02, 0.24, 0.00)
C (-7.24, 1.76, 0.02)
C (-7.73, -0.32, -1.24)
C (-5.54, -0.12, -0.04)
C (-4.52, 0.82, -0.03)
C (-3.20, 0.41, -0.04)
Se (-1.80, 1.69, 0.19)
C (-1.76, 1.66, 2.10)
C (-2.78, 2.33, 2.77)
C (-2.91, 2.25, 4.14)
C (-1.97, 1.47, 4.81)
C (-0.93, 0.80, 4.19)
C (-0.79, 0.87, 2.76)
O (0.15, 0.23, 2.15)
C (0.06, -0.07, 4.98)
C (-0.27, -0.13, 6.47)
C (0.03, -1.51, 4.45)
C (1.48, 0.51, 4.85)
C (-4.08, 2.95, 4.84)
C (-4.00, 4.46, 4.59)
C (-5.41, 2.42, 4.28)
C (-4.07, 2.72, 6.35)
C (-2.79, -0.93, -0.07)
O (-1.54, -1.29, -0.07)
C (-3.84, -1.91, -0.08)
C (-5.15, -1.47, -0.07)
C (-3.47, -3.39, -0.07)
C (-2.66, -3.74, -1.32)
C (-4.71, -4.30, -0.05)
C (-2.65, -3.71, 1.19)
H (-8.73, -0.10, 1.30)
H (-7.18, 0.04, 2.15)
H (-7.58, -1.44, 1.28)
H (-8.31, 1.97, 0.04)
H (-6.81, 2.24, -0.86)
H (-6.79, 2.21, 0.91)
H (-8.80, -0.07, -1.23)
H (-7.64, -1.41, -1.29)
H (-7.29, 0.09, -2.15)
H (-4.74, 1.88, 0.01)
H (-3.48, 2.91, 2.17)
H (-2.05, 1.38, 5.88)
H (-1.26, -0.56, 6.66)
H (-0.23, 0.86, 6.94)
H (0.46, -0.76, 6.97)
H (-0.96, -1.94, 4.58)
H (0.76, -2.12, 4.99)
H (0.28, -1.53, 3.39)
H (1.52, 1.52, 5.27)
H (1.77, 0.56, 3.80)
H (2.19, -0.12, 5.39)
H (-4.04, 4.69, 3.52)
H (-3.07, 4.87, 4.98)
H (-4.83, 4.98, 5.08)
H (-5.48, 2.60, 3.20)
H (-6.26, 2.92, 4.77)
H (-5.49, 1.35, 4.44)
H (-3.16, 3.10, 6.81)
H (-4.16, 1.66, 6.59)
H (-4.92, 3.24, 6.80)
H (-5.94, -2.22, -0.07)
H (-3.25, -3.54, -2.22)
H (-2.39, -4.80, -1.31)
H (-1.75, -3.14, -1.37)
H (-5.33, -4.16, -0.94)
H (-5.32, -4.14, 0.84)
H (-4.38, -5.34, -0.04)
H (-1.74, -3.10, 1.22)
H (-2.36, -4.76, 1.19)
H (-3.23, -3.51, 2.09)
Br (0.32, -0.24, -2.92)
C (2.22, -0.23, -2.81)
C (2.88, -0.34, -4.00)
C (4.29, -0.36, -4.01)
C (4.97, -0.29, -2.83)
C (4.29, -0.19, -1.59)
C (5.02, -0.13, -0.38)
C (4.36, -0.03, 0.81)
C (2.95, 0.02, 0.84)
C (2.18, -0.02, -0.30)
C (2.87, -0.15, -1.55)
H (2.33, -0.40, -4.93)
H (4.82, -0.44, -4.95)
H (6.06, -0.32, -2.82)
H (6.10, -0.16, -0.42)
H (4.92, 0.01, 1.74)
H (2.45, 0.11, 1.80)

These are the Mulliken partial charges, in e, on atoms 1 to 6:
1 Pt 2.299
2 C -1.504
3 C 2.028
4 C -1.935
5 C -1.751
6 C -0.704



A molecular structure, C38H46CdF2N6OS2. Source: the OMol25 dataset; level of theory: wB97M-V/def2-TZVPD.

Strongest force on any atom (hartree/bohr): 0.0170
Total charge: -2
2S+1: 1
Frontier orbital gap (eV): 5.82

Cartesian coordinates (Å):
Cd (-0.22, -0.90, -0.63)
C (1.55, -5.04, 1.08)
C (1.56, -3.56, 0.73)
N (0.44, -2.94, 0.63)
N (-0.68, -3.73, 0.74)
C (-1.80, -3.18, 1.05)
S (-2.19, -1.61, 1.57)
S (-3.24, -4.28, 1.01)
C (-2.61, -5.77, 0.14)
C (-3.10, -5.82, -1.27)
C (-2.33, -5.24, -2.28)
C (-2.80, -5.22, -3.59)
C (-4.03, -5.78, -3.91)
C (-4.79, -6.37, -2.90)
C (-4.33, -6.39, -1.60)
C (2.86, -2.93, 0.50)
C (3.99, -3.51, 1.08)
C (5.28, -3.09, 0.80)
C (5.47, -2.09, -0.16)
C (4.38, -1.48, -0.74)
C (3.03, -1.80, -0.38)
O (2.09, -1.09, -0.86)
H (0.72, -5.52, 0.57)
H (2.48, -5.53, 0.79)
H (1.40, -5.17, 2.16)
H (-1.53, -5.67, 0.19)
H (-2.95, -6.63, 0.73)
H (-1.38, -4.79, -2.04)
H (-2.19, -4.76, -4.36)
H (-4.38, -5.78, -4.93)
H (-5.75, -6.81, -3.15)
H (-4.92, -6.84, -0.81)
H (3.86, -4.30, 1.80)
H (6.13, -3.56, 1.29)
H (6.47, -1.80, -0.44)
H (4.52, -0.70, -1.48)
C (-2.21, 5.40, -2.52)
C (-1.77, 4.69, -1.24)
C (-0.28, 4.84, -0.99)
C (0.18, 6.10, -0.62)
C (1.52, 6.33, -0.36)
C (2.40, 5.25, -0.41)
C (1.99, 3.98, -0.76)
C (3.03, 2.89, -0.82)
C (3.61, 2.56, 0.56)
C (0.63, 3.75, -1.09)
N (0.14, 2.49, -1.40)
C (-0.53, 2.32, -2.49)
C (-1.49, 1.31, -2.79)
C (-2.26, 1.30, -3.97)
C (-3.22, 0.32, -3.79)
C (-2.98, -0.23, -2.52)
N (-1.95, 0.36, -1.91)
H (-3.29, 5.29, -2.67)
H (-1.69, 4.98, -3.38)
H (-1.98, 6.47, -2.47)
H (-2.03, 3.63, -1.30)
H (-2.30, 5.11, -0.38)
H (-0.53, 6.92, -0.54)
H (1.87, 7.32, -0.10)
H (3.45, 5.42, -0.19)
H (3.84, 3.23, -1.47)
H (2.61, 1.98, -1.23)
H (3.73, 3.46, 1.17)
H (4.57, 2.07, 0.47)
H (2.94, 1.87, 1.07)
H (-0.41, 3.06, -3.29)
H (-2.11, 1.93, -4.83)
H (-4.01, 0.03, -4.47)
H (-3.54, -1.01, -2.03)
F (0.33, -3.33, -2.46)
C (-0.44, -2.14, -2.47)
F (0.07, -1.44, -3.58)
H (-1.44, -2.46, -2.79)
C (-0.11, 2.11, 5.95)
C (1.02, 2.05, 4.92)
N (0.57, 2.09, 3.55)
C (0.24, 3.38, 2.98)
C (-1.26, 3.65, 2.88)
C (0.42, 0.95, 2.77)
C (0.70, -0.38, 3.43)
N (0.10, 0.93, 1.54)
H (0.28, 1.93, 6.95)
H (-0.86, 1.35, 5.72)
H (-0.60, 3.09, 5.94)
H (1.61, 1.15, 5.09)
H (1.69, 2.90, 5.08)
H (0.69, 3.46, 1.99)
H (0.71, 4.15, 3.60)
H (-1.75, 2.82, 2.36)
H (-1.43, 4.56, 2.30)
H (-1.71, 3.77, 3.86)
H (1.77, -0.49, 3.63)
H (0.40, -1.16, 2.73)
H (0.14, -0.49, 4.36)
H (-0.07, 1.82, 1.08)

These are the Mulliken partial charges, in e, on atoms 1 to 6:
1 Cd 2.561
2 C -1.538
3 C 0.205
4 N 0.071
5 N -0.375
6 C 0.076